Record 1
Here is a 8-piece molecular cluster, H18NO7 overall from OMol25. Energies are from the ωB97M-V functional and the def2-TZVPD basis.

**Largest force on an atom**: 9.105 eV Å⁻¹
**Net charge**: +1
**Frontier orbital gap**: 9.96 eV
**Relative energy (zero: lowest compared OMol25 entry of this formula, charge and spin)**: 115.32 kcal/mol

CARTESIAN COORDINATES (ANGSTROEM)
N -0.30323 -0.34142 -0.79231
H -0.59723 -0.22442 -1.62331
H -0.20923 -1.25642 -0.56931
H -0.82623 -0.06842 -0.13031
H 0.63077 0.14058 -0.60331
O 2.69977 1.62758 -0.33831
H 2.88677 0.77958 -0.61231
H 3.14177 2.11958 -1.07431
O -2.96523 1.12358 1.44769
H -3.46223 0.98458 2.24369
H -2.17523 0.56258 1.60569
O 2.92477 -1.02442 -1.18131
H 2.72977 -1.67642 -1.82531
H 3.85277 -1.38842 -1.10931
O -0.54723 -1.05742 1.73669
H 0.44077 -1.15042 2.07069
H -1.23123 -1.77842 1.85569
O 0.74277 -3.74742 0.60169
H -0.06523 -4.08842 0.67269
H 1.18777 -4.45742 -0.09631
O -3.15323 2.51058 -0.75931
H -4.02723 2.11758 -0.63131
H -2.63523 2.22658 -0.07531
O 0.09677 2.47958 -0.02431
H -0.17323 3.22258 -0.47031
H 1.03677 2.36458 -0.31831

Record 2
Here is C40H34CaIN3PSb as an isolated structure from OMol25. Energies are from the ωB97M-V functional and the def2-TZVPD basis.

**Largest force on an atom**: 1.090 eV Å⁻¹
**Net charge**: +2
**Frontier orbital gap**: 7.64 eV
**Relative energy (zero: lowest compared OMol25 entry of this formula, charge and spin)**: 6.06 kcal/mol

CARTESIAN COORDINATES (ANGSTROEM)
Ca 0.20466 1.47193 0.05552
C -1.06294 3.63617 -2.47951
C -0.49691 4.41007 -1.32545
C -0.61754 5.79685 -1.30479
C -0.07145 6.51458 -0.25990
C 0.62476 5.82460 0.72443
C 0.71382 4.44463 0.64788
N 0.13898 3.74429 -0.34656
Sb 2.11170 3.56452 2.07139
C 3.08065 2.24020 0.63403
C 4.44971 2.08616 0.79069
C 5.17816 1.48667 -0.22771
C 4.51726 1.10871 -1.38473
C 3.14070 1.27616 -1.47374
C 2.38822 0.91464 -2.71872
N 2.43410 1.80042 -0.45581
C 0.80426 2.10754 3.01657
C 0.96078 2.01205 4.39009
C 0.09229 1.21100 5.11556
C -0.92046 0.56070 4.43722
C -1.02913 0.69795 3.05846
C -2.16696 0.05029 2.33177
N -0.15866 1.44855 2.34978
H -0.90349 4.17668 -3.41069
H -0.60158 2.65065 -2.56572
H -2.14273 3.51755 -2.36507
H -1.13378 6.29560 -2.11379
H -0.15507 7.59255 -0.22611
H 1.10592 6.35454 1.53615
H 4.93819 2.44241 1.68850
H 6.24811 1.35303 -0.13680
H 5.06736 0.69500 -2.21856
H 3.04506 0.44484 -3.44641
H 1.57410 0.22174 -2.49964
H 1.96129 1.81307 -3.17051
H 1.75171 2.56366 4.88126
H 0.19094 1.11765 6.18902
H -1.64176 -0.04657 4.96600
H -2.69706 -0.64207 2.98200
H -2.87018 0.81690 2.00205
H -1.81556 -0.50090 1.46147
I -2.89133 0.93389 -1.24017
C -3.85529 -0.85601 -0.59876
C -5.20387 -0.66891 -0.46773
C -6.04678 -1.74415 -0.15533
C -5.50749 -2.98681 -0.02845
C -4.11889 -3.20503 -0.18261
C -3.64586 -4.53193 -0.10913
C -2.32730 -4.81608 -0.29433
C -1.43146 -3.75980 -0.48843
C -1.81888 -2.43445 -0.52324
P -0.34230 -1.29834 -0.58167
C 0.47792 -1.97478 -2.07828
C 1.58803 -2.81313 -2.06949
C 2.09268 -3.30421 -3.26673
C 1.49877 -2.96073 -4.47134
C 0.39357 -2.11976 -4.48530
C -0.11148 -1.62343 -3.29528
C 0.68170 -1.86009 0.83127
C 2.00495 -1.40509 0.85518
C 2.81984 -1.65510 1.94797
C 2.31774 -2.34264 3.04399
C 0.99817 -2.77074 3.04219
C 0.18030 -2.52676 1.94724
C -3.21417 -2.11600 -0.43647
H -5.63250 0.31135 -0.62567
H -7.10937 -1.57718 -0.04759
H -6.13829 -3.84098 0.18199
H -4.35844 -5.32473 0.08112
H -1.95908 -5.83237 -0.26896
H -0.38469 -4.00428 -0.59063
H 2.06056 -3.09001 -1.13535
H 2.94615 -3.96967 -3.25442
H 1.89236 -3.34965 -5.40104
H -0.07971 -1.85729 -5.42249
H -0.98166 -0.97405 -3.30216
H 2.41058 -0.88951 -0.01175
H 3.84944 -1.31984 1.94405
H 2.95334 -2.54666 3.89522
H 0.60157 -3.30226 3.89769
H -0.84625 -2.86781 1.96526

Record 3
Here is a single C6H6F13O4PS molecule from OMol25. Energies are from the ωB97M-V functional and the def2-TZVPD basis.

**Largest force on an atom**: 2.040 eV Å⁻¹
**Net charge**: 0
**Frontier orbital gap**: 11.19 eV
**SMILES string**: O=P(O)(O)OCCC(F)(F)C(F)(F)C(F)(F)C(F)(F)S(F)(F)(F)(F)F

CARTESIAN COORDINATES (ANGSTROEM)
O 4.52839 -1.15632 0.46990
P 3.68267 0.02358 0.40853
O 4.08366 1.04196 -0.73074
O 3.76853 0.84926 1.74360
O 2.14986 -0.39794 0.27695
C 1.78644 -0.79347 -1.05775
C 0.79735 -1.95613 -1.13736
C -0.14538 -2.21508 0.02371
F -0.57071 -3.50024 -0.14590
F 0.43701 -2.23460 1.20910
C -1.48169 -1.41073 0.05427
F -2.09863 -1.67179 -1.11054
F -2.23910 -1.93021 1.01130
C -1.32887 0.13784 0.15947
F -0.42165 0.37204 1.08832
F -0.94268 0.55552 -1.02950
C -2.66341 0.78372 0.63705
F -3.71311 0.20027 0.13358
F -2.74204 0.60152 1.92620
S -2.84271 2.64232 0.31361
F -4.41934 2.50710 0.37150
F -2.85387 2.95145 1.86641
F -1.28201 2.85318 0.31592
F -2.90294 2.41084 -1.23880
F -3.01518 4.18590 0.06086
H 4.48392 0.56966 -1.47486
H 4.25466 0.29449 2.37256
H 2.69752 -1.10826 -1.57842
H 1.45586 0.09437 -1.59714
H 1.34647 -2.87887 -1.30926
H 0.19098 -1.82137 -2.03257